(1)
Entry from the OMol25 dataset: a single C6H8N2O2 molecule (ωB97M-V/def2-TZVPD).

Last column: Löwdin charge in e.
Positions of all 18 atoms, in Å:
C -2.8268 -0.6722 0.0260  -0.0275
N -1.4892 -0.1326 0.1553  -0.1814
C -1.1944 1.2174 0.0940  -0.0064
C 0.1771 1.3326 0.0873  -0.2774
O 0.8939 2.4265 -0.2413  0.0690
C 0.7228 0.0276 0.3097  -0.1046
C -0.3595 -0.8531 0.2923  -0.0378
C 2.1490 -0.2562 0.3773  -0.4914
N 2.7775 -0.9234 -0.6049  0.1337
H -3.4385 -0.3734 0.8866  0.0932
H -3.2983 -0.3016 -0.8931  0.0933
H -2.7706 -1.7647 -0.0138  0.0890
H -1.9753 1.9634 -0.0171  0.1298
H 1.8121 2.1130 -0.3651  0.1118
H -0.3881 -1.9400 0.2781  0.1284
O 2.9282 0.4913 1.0334  0.0070
H 2.5088 -1.8866 -0.7554  0.1013
H 3.7714 -0.4678 -0.6493  0.1699

## Properties
SMILES   Cn1cc(O)c(C(N)=O)c1
Charge   0
Total energy   -13425.8946 eV
ΔE to the lowest compared entry with this formula, charge and spin   142.7 kJ/mol
LUMO level   0.66 eV
E_HOMO   -0.2972 Ha

=====

(2)
Entry from the OMol25 dataset: a single C6H8N2O2 molecule (ωB97M-V/def2-TZVPD).

Last column: Löwdin charge in e.
Positions of all 18 atoms, in Å:
C -0.1030 -1.7820 -2.3458  -0.1386
C 0.6342 0.5244 -1.4215  -0.0197
C -0.4137 -0.5017 -1.7173  -0.2376
C 0.0002 0.0082 -0.1912  -0.3726
C 0.6064 -1.0788 0.6753  -0.0289
C -1.1639 0.7324 0.4594  -0.0376
N 0.3601 -2.7125 -2.8454  0.1839
N -1.6809 -0.0006 -2.2512  -0.3774
O -2.5001 -0.7760 -2.6714  0.0984
O -1.8700 1.1795 -2.3262  0.0791
H 1.5886 0.1808 -1.6628  0.1043
H 0.4734 1.6596 -1.5855  0.1659
H -0.1955 -1.7764 0.7062  0.0767
H 0.9568 -0.7488 1.6828  0.0988
H 1.5184 -1.5547 0.1295  0.1223
H -2.2227 0.2776 0.5275  0.1298
H -1.3681 1.6890 -0.1023  0.0936
H -0.8357 0.9270 1.4398  0.0596

## Properties
SMILES   CC1(C)C[C@]1(C#N)[N+](=O)[O-]
Charge   0
Total energy   -13422.0074 eV
ΔE to the lowest compared entry with this formula, charge and spin   517.7 kJ/mol
LUMO level   0.06 eV
E_HOMO   -0.3914 Ha

=====

(3)
Entry from the OMol25 dataset: a single C6H8N2O3 molecule (ωB97M-V/def2-TZVPD).

Last column: Löwdin charge in e.
Positions of all 19 atoms, in Å:
C -2.2559 0.7064 0.4699  -0.0728
C -1.9176 0.7088 -0.8171  -0.0616
C -1.3447 0.2358 1.4956  -0.2091
C -0.5877 0.2993 -1.3550  -0.0843
C 0.4863 -0.0278 -0.3395  -0.3239
C 1.9789 -1.7889 0.3249  -0.0604
N -0.1600 -0.1492 1.3747  0.1802
N 1.3531 1.1395 -0.0568  -0.3441
O 0.8353 2.2304 -0.1773  0.0909
O 2.4883 0.9422 0.3017  0.1079
O 1.0986 -1.1887 -0.6288  -0.0661
H -3.2358 1.0235 0.7925  0.0995
H -2.6279 1.0167 -1.5706  0.1118
H -1.7372 0.1784 2.5098  0.1107
H -0.7128 -0.5840 -1.9901  0.1371
H -0.2275 1.1163 -1.9912  0.1325
H 1.6799 -1.5144 1.3349  0.0755
H 3.0074 -1.4805 0.1435  0.0837
H 1.8793 -2.8638 0.1790  0.0926

## Properties
SMILES   CO[C@@]1([N+](=O)[O-])CC=CC=N1
Charge   0
Total energy   -15469.3958 eV
ΔE to the lowest compared entry with this formula, charge and spin   534.5 kJ/mol
LUMO level   -0.04 eV
E_HOMO   -0.3487 Ha

=====

(4)
Entry from the OMol25 dataset: a molecular structure, C6H8N2O4 (ωB97M-V/def2-TZVPD).

Last column: Löwdin charge in e.
Positions of all 20 atoms, in Å:
C -0.8453 -0.3498 0.1489  -0.2425
C 0.1456 -1.4086 -0.2584  -0.1751
C 1.4511 -0.7746 -0.5173  -0.2410
C 1.8592 0.2615 0.5259  -0.2194
C 0.9579 1.4006 0.3382  -0.1918
C -0.4950 0.9970 0.2762  -0.0869
N -2.5694 -2.3436 -0.2671  0.1522
N -1.4371 2.0641 0.0833  -0.3364
O -1.0768 3.1945 0.3869  0.0563
O -2.1058 -0.7700 0.2746  -0.0460
O -3.6990 -2.4205 -0.1985  0.1746
O -2.5531 1.8112 -0.4374  0.0434
H 0.2197 -2.0338 0.5938  0.1069
H -0.4048 -2.0880 -1.0569  0.1544
H 2.0976 -1.7893 -0.5972  0.1571
H 1.5507 -0.1403 -1.4864  0.1487
H 1.7730 -0.1746 1.5983  0.1511
H 2.9555 0.5185 0.1460  0.1568
H 0.9885 2.2693 1.0509  0.1417
H 1.1876 1.7763 -0.6039  0.0960

## Properties
Charge   0
Total energy   -17514.2207 eV
ΔE to the lowest compared entry with this formula, charge and spin   887.9 kJ/mol
LUMO level (alpha / beta)   -1.70 / -1.70 eV
E_HOMO (alpha / beta)   -0.3267 / -0.3268 Ha

=====

(5)
Entry from the OMol25 dataset: a single C6H8N2O4 molecule (ωB97M-V/def2-TZVPD).

Last column: Löwdin charge in e.
Positions of all 20 atoms, in Å:
C -0.7548 1.7687 1.5861  -0.3662
C 0.3653 1.7540 0.6701  -0.1055
C 0.8778 0.3391 0.2754  -0.1728
C -0.0725 -0.5019 -0.6943  -0.1539
C -1.2013 -1.0639 0.1973  -0.1641
C -2.2937 -0.1428 0.5095  -0.0139
N -3.3170 0.3519 0.7668  -0.1277
N -0.4274 0.7718 2.6921  -0.3493
O 0.6543 0.9269 3.2394  0.0884
O -1.6707 2.5101 1.6737  0.2040
O -4.2049 1.0758 0.9861  0.0646
O -1.2821 0.0199 3.0398  0.1302
H 0.0425 2.3324 -0.1589  0.1277
H 1.1677 2.2045 1.2149  0.1297
H 1.8472 0.5474 -0.1620  0.1021
H 1.1700 -0.2333 1.2420  0.1356
H -0.4593 0.2256 -1.4625  0.1282
H 0.7528 -1.1711 -1.0416  0.1223
H -1.7277 -1.9366 -0.2563  0.1346
H -0.5650 -1.3808 0.9816  0.0860

## Properties
SMILES   O=C(CCCCC#[N+][O-])[N+](=O)[O-]
Charge   0
Total energy   -17514.9088 eV
ΔE to the lowest compared entry with this formula, charge and spin   821.5 kJ/mol
LUMO level   -0.45 eV
E_HOMO   -0.3498 Ha

=====

(6)
Entry from the OMol25 dataset: a single C6H8N2S molecule (ωB97M-V/def2-TZVPD).

Last column: Löwdin charge in e.
Positions of all 17 atoms, in Å:
C -2.8753 0.9650 0.3927  -0.0285
C 2.5169 1.2716 0.3729  -0.0025
C 0.7105 -2.6197 0.3557  -0.4171
C -1.8117 0.8348 -0.4132  -0.3116
C -0.9673 -0.2801 -0.1664  -0.5084
C 1.8071 -0.8523 -0.5680  -0.2740
N 2.4675 0.2461 -0.3230  0.0066
N 1.4636 -1.5747 0.4520  -0.0765
S -1.2369 -1.8748 -0.0591  0.8807
H -3.4407 1.8927 0.4040  0.0474
H -3.2313 0.2424 1.1379  0.0644
H 3.4949 1.7845 0.4212  0.0792
H 1.6517 1.6118 1.0651  0.1128
H 0.5751 -3.3239 1.3320  0.1220
H 0.8353 -3.2335 -0.4706  0.0279
H -1.3481 1.6814 -1.0841  0.1338
H 1.7407 -1.1232 -1.6421  0.1437

## Properties
Charge   0
Total energy   -20160.9617 eV
ΔE to the lowest compared entry with this formula, charge and spin   586.6 kJ/mol
LUMO level   -0.12 eV
E_HOMO   -0.2701 Ha

=====

(7)
Entry from the OMol25 dataset: a single C6H8N2S molecule (ωB97M-V/def2-TZVPD).

Last column: Löwdin charge in e.
Positions of all 17 atoms, in Å:
C -1.1323 0.7550 0.1798  -0.1627
C -0.2055 1.6903 0.2280  -0.1063
C 1.4383 -1.3876 0.1438  -0.4932
C -1.0736 -0.6015 -0.4594  -0.1872
C 0.0208 -1.4681 0.2881  -0.2892
C 1.0793 1.3934 -0.3443  -0.2281
N 3.1721 0.8287 -0.1797  -0.3804
N 2.1604 1.6464 0.2944  -0.0380
S 2.8920 -0.8913 -0.0024  0.9729
H -2.0680 1.1179 0.7528  0.1289
H -0.4309 2.6349 0.8860  0.1484
H -2.1327 -0.9119 -0.3612  0.1052
H -0.8231 -0.7664 -1.5884  0.1421
H -0.1268 -2.6346 0.2722  0.1364
H -0.2512 -1.1990 1.2871  0.1086
H 1.1891 0.8043 -1.1538  0.0708
H 4.0602 1.1363 0.2414  0.0717

## Properties
Charge   0
Total energy   -20161.2698 eV
ΔE to the lowest compared entry with this formula, charge and spin   556.9 kJ/mol
LUMO level   0.34 eV
E_HOMO   -0.2995 Ha

=====

(8)
Entry from the OMol25 dataset: a single C6H8N2S molecule (ωB97M-V/def2-TZVPD).

Last column: Löwdin charge in e.
Positions of all 17 atoms, in Å:
C -0.5459 0.7955 0.0302  -0.0988
C 0.3195 -0.7506 -1.7108  -0.8218
C 0.1226 0.3878 1.2538  -0.1740
C 1.4101 -0.3955 1.0883  -0.1881
C 1.4429 -1.7248 0.3264  -0.2165
C -2.4342 1.8618 -1.1456  -0.0631
N -1.5605 1.2598 -0.3915  -0.0303
N 0.9535 -1.5264 -1.0267  0.0132
S -0.4521 -0.1801 -2.9375  0.7050
H 0.1337 1.2962 1.8343  0.1065
H -0.7322 -0.1314 1.8536  0.1714
H 2.2807 0.1028 0.5018  0.1521
H 1.7530 -0.8115 2.1223  0.1387
H 2.3784 -2.0982 0.1871  0.0739
H 0.7228 -2.5606 0.6157  0.1454
H -3.4560 1.7149 -0.8839  0.0394
H -2.3362 2.7603 -1.7176  0.0470

## Properties
Charge   0
Total energy   -20162.4952 eV
ΔE to the lowest compared entry with this formula, charge and spin   438.6 kJ/mol
LUMO level (alpha / beta)   0.30 / 0.30 eV
E_HOMO (alpha / beta)   -0.2655 / -0.2654 Ha

=====

(9)
Entry from the OMol25 dataset: 2 unconnected molecules or ions with the total composition C6H8N2S (ωB97M-V/def2-TZVPD).

Last column: Löwdin charge in e.
Positions of all 17 atoms, in Å:
C -2.0866 0.4648 -1.3186  -0.2022
C -0.6390 -0.0274 -1.1802  -0.0907
C 3.2672 0.9665 1.1252  -0.9145
C -0.3180 -1.4904 0.8109  -0.2636
C -2.4990 1.7213 -1.3738  -0.0334
C 0.0950 -0.8072 -0.3648  -0.1340
N 0.5191 -1.8995 1.6461  0.1225
N 3.7340 -0.0668 1.3668  0.1366
S 2.9169 2.4933 0.9877  0.6586
H -2.8494 -0.4086 -1.5547  0.1327
H -0.0405 0.4104 -2.0842  0.1358
H -1.3652 -1.7419 0.8592  0.1162
H -1.8231 2.4891 -0.9074  0.0788
H -3.5333 2.0765 -1.5328  0.0616
H 1.1429 -0.9853 -0.6727  0.1131
H 0.1310 -2.2981 2.3995  -0.0042
H 3.3479 -0.8967 1.7937  0.0867

## Properties
SMILES   [H]/N=C/C=C\C=C.N=C=S
Charge   0
Total energy   -20163.9923 eV
ΔE to the lowest compared entry with this formula, charge and spin   294.2 kJ/mol
LUMO level   0.31 eV
E_HOMO   -0.3410 Ha

=====

(10)
Entry from the OMol25 dataset: a gas-phase ion, C6H8N3S (charge +1) (ωB97M-V/def2-TZVPD).

Last column: Löwdin charge in e.
Positions of all 18 atoms, in Å:
C -2.6153 -1.2897 0.4423  -0.3831
C -0.1554 1.2018 1.5480  -0.0709
C 0.6665 -0.6593 0.2011  -0.2829
C -0.2893 -1.5781 -0.2365  -0.0829
C -1.5736 1.2768 -0.4362  -0.4251
C 2.0109 -0.4938 -0.5574  0.0275
N -1.4908 -1.8245 0.2832  0.0170
N 0.4638 0.1361 1.2383  0.1531
N -0.9305 1.8545 0.5749  0.0202
S -2.9229 0.2654 -0.3156  1.0465
H -3.5761 -1.7474 0.8940  0.1361
H 0.0307 1.6701 2.4985  0.1448
H 0.0486 -2.3831 -1.0264  0.1811
H -1.4496 1.7568 -1.4401  0.1174
H 2.3617 -1.4108 -0.8906  0.0641
H 2.6825 -0.0195 0.1891  0.1087
H 1.8075 0.1804 -1.3156  0.0627
H -0.4684 2.6838 0.2077  0.1656

## Properties
Charge   +1
Total energy   -21646.9685 eV
ΔE to the lowest compared entry with this formula, charge and spin   306.5 kJ/mol
LUMO level (alpha / beta)   -5.39 / -5.39 eV
E_HOMO (alpha / beta)   -0.4534 / -0.4534 Ha